Here is a 2-piece molecular cluster, C4H12 overall from OMol25. Energies are from wB97M-V/def2-TZVPD.

Each atom is followed by the atoms it is bonded to, with distances in Å.
Geometry (Å):
1 C 0.926 1.052 -0.775  C2 1.581, H3 1.039, H4 1.107, H5 1.069
2 C 2.047 0.717 -1.838  C1 1.581, H6 1.089, H7 1.091, H8 1.102
3 H 0.182 0.328 -0.826  C1 1.039
4 H 1.340 1.122 0.249  C1 1.107
5 H 0.449 1.996 -0.929  C1 1.069
6 H 1.775 -0.199 -2.359  C2 1.089
7 H 3.075 0.742 -1.471  C2 1.091
8 H 2.084 1.423 -2.684  C2 1.102
9 C -1.419 -0.146 1.523  C10 1.520, H11 1.118, H12 1.097, H13 1.138
10 C -1.588 -1.574 1.032  C9 1.520, H14 1.075, H15 1.113, H16 1.093
11 H -0.440 0.365 1.348  C9 1.118
12 H -2.160 0.619 1.260  C9 1.097
13 H -1.647 -0.343 2.620  C9 1.138
14 H -2.073 -2.106 1.830  C10 1.075
15 H -0.735 -2.290 1.049  C10 1.113
16 H -1.815 -1.707 -0.029  C10 1.093

Output
* net charge: -1
* <S²>: 0.750
* molar mass: 60.14 g mol⁻¹
* spin multiplicity: 2
* LUMO energy (alpha / beta): 0.1537 / 0.1604 Eh
* HOMO level (alpha / beta): 1.52 / -6.98 eV
* Kohn-Sham gap (alpha / beta): 2.66 / 11.34 eV